1.
86
Properties=species:S:1:pos:R:3:mulliken_charge:R:1 method="wB97M-V/def2-TZVPD" s2=0.800 homo_lumo_gap_ha="0.19740 / 0.19224" spin_multiplicity=2 total_charge=-1 energy_ev=-74995.67446
Ir 0.7872 -0.3051 1.0446 1.367
C 5.1325 -5.4355 -2.8694 -0.406
C 4.5591 -4.3972 -3.5879 -0.781
C 3.7609 -3.4596 -2.9500 -0.367
C 3.5170 -3.5395 -1.5783 -0.124
C 4.0943 -4.5976 -0.8695 -0.225
C 4.8952 -5.5316 -1.5052 -0.856
C 2.6882 -2.5513 -0.8505 0.963
C 1.6158 -3.0474 -0.0964 0.336
C 1.1100 -4.3779 -0.2217 -1.292
C 0.0730 -4.4916 0.6501 -1.610
C -0.0607 -3.2302 1.3083 0.619
C -0.9310 -2.9749 2.3800 1.439
C -1.7549 -4.0877 2.9069 -0.252
C -2.6502 -4.7937 2.1027 -0.432
C -3.4013 -5.8354 2.6243 -0.717
C -3.2762 -6.1945 3.9581 -0.421
C -2.3995 -5.4926 4.7737 -0.849
C -1.6498 -4.4507 4.2529 -0.181
C -1.0354 -1.7389 3.0326 0.507
N -0.2444 -0.6434 2.8257 -0.484
C -0.7193 0.3443 3.6449 0.195
C -0.2735 1.6718 3.7043 1.381
C -0.8673 2.5362 4.7502 -0.037
C -1.4996 3.7408 4.4311 -0.539
C -2.0439 4.5441 5.4194 -0.773
C -1.9851 4.1589 6.7506 -0.413
C -1.3797 2.9551 7.0819 -0.794
C -0.8258 2.1566 6.0947 -0.278
C 0.6342 2.2386 2.7917 0.571
C 1.0593 3.6079 2.7929 -1.332
C 1.9067 3.7627 1.7448 -1.338
C 2.0417 2.4788 1.1267 0.773
N 1.2522 1.5697 1.7746 0.046
C 2.8970 2.2167 0.0550 0.647
C 3.0900 0.9587 -0.5222 0.697
C 4.1143 0.6860 -1.4849 -1.505
C 4.0983 -0.6524 -1.7078 -1.352
C 3.0414 -1.1959 -0.9060 0.272
N 2.4549 -0.1987 -0.1800 0.337
C 3.7151 3.3445 -0.4599 -0.754
C 3.4951 3.8610 -1.7345 -0.009
C 4.2287 4.9439 -2.1947 -0.827
C 5.2024 5.5189 -1.3913 -0.345
C 5.4460 4.9968 -0.1281 -0.850
C 4.7086 3.9177 0.3333 0.083
C -1.8529 -0.1405 4.3756 -1.114
C -2.0491 -1.4272 3.9953 -1.503
N 0.8727 -2.3565 0.8214 -0.134
H 5.7493 -6.1730 -3.3675 0.378
H 4.7332 -4.3191 -4.6541 0.367
H 3.3053 -2.6644 -3.5262 0.553
H 3.9310 -4.6685 0.1980 0.476
H 5.3424 -6.3359 -0.9340 0.379
H 1.4750 -5.1260 -0.9053 0.610
H -0.5331 -5.3649 0.8172 0.545
H -2.7785 -4.4949 1.0701 0.580
H -4.1023 -6.3633 1.9892 0.371
H -3.8659 -7.0062 4.3655 0.377
H -2.3012 -5.7494 5.8214 0.383
H -0.9579 -3.9105 4.8861 0.479
H -1.5936 4.0229 3.3910 0.626
H -2.5269 5.4741 5.1453 0.368
H -2.4128 4.7875 7.5214 0.381
H -1.3413 2.6393 8.1174 0.371
H -0.3461 1.2240 6.3627 0.499
H 0.7619 4.3593 3.5022 0.552
H 2.3813 4.6707 1.4141 0.507
H 4.7701 1.4231 -1.9174 0.476
H 4.7576 -1.2141 -2.3462 0.565
H 2.7235 3.4142 -2.3495 0.482
H 4.0384 5.3411 -3.1841 0.381
H 5.7658 6.3752 -1.7401 0.374
H 6.2158 5.4296 0.4990 0.377
H 4.9012 3.5026 1.3147 0.483
H -2.4624 0.4408 5.0450 0.507
H -2.8511 -2.0753 4.3053 0.530
O -2.2620 0.7650 -1.7288 -0.707
S -1.2705 0.2994 -0.7943 0.700
O -0.0155 1.0609 -0.8485 -0.581
O -0.8603 -1.2075 -1.2943 -0.084
O -1.7312 0.0794 0.5598 -0.634
C -0.3632 -1.2448 -2.6274 -0.798
H 0.5329 -0.6219 -2.7151 0.218
H -1.1182 -0.8733 -3.3253 0.331
H -0.1117 -2.2821 -2.8455 0.236

---

2.
92
Properties=species:S:1:pos:R:3:mulliken_charge:R:1 method="wB97M-V/def2-TZVPD" homo_lumo_gap_ha="0.11656 / 0.11837" total_charge=+1 energy_ev=-154017.96283
Pt 0.2920 0.7789 -0.5262 1.803
O -2.4728 6.3045 0.1259 -0.506
C -1.9237 5.2602 -0.0303 0.169
C -2.2037 4.2189 -1.1490 0.068
O -3.1273 4.2109 -1.9117 -0.595
C -1.1457 3.1868 -0.9738 0.070
C -0.3334 3.4882 0.1042 0.361
O 0.6005 2.6902 0.4769 -0.265
C -0.7941 4.6675 0.8378 0.247
O -0.4303 4.9984 1.9428 -0.657
O -0.9589 2.0916 -1.6044 -0.265
Cl 2.4864 0.1422 -2.2732 -0.124
C 2.9884 -1.3773 -1.6042 0.465
C 3.7422 -2.2267 -2.3938 -0.548
C 4.1506 -3.4416 -1.8663 -0.619
C 3.8138 -3.7902 -0.5655 -0.840
C 3.0524 -2.9302 0.2109 -0.439
C 2.6144 -1.7104 -0.3071 0.488
P 1.7466 -0.4598 0.6882 -0.071
C 3.1403 0.5370 1.2926 0.794
C 4.0410 -0.0806 2.1684 -0.233
C 5.1545 0.6037 2.6209 -0.904
C 5.3847 1.9080 2.1975 -0.715
C 4.5070 2.5175 1.3154 -0.745
C 3.3874 1.8346 0.8560 -0.291
C 1.1110 -1.3539 2.1251 1.132
C 1.2228 -0.8119 3.4065 -0.838
C 0.7020 -1.4875 4.4992 -1.044
C 0.0731 -2.7134 4.3245 -0.786
C -0.0317 -3.2646 3.0556 -1.086
C 0.4781 -2.5849 1.9598 -0.828
H 4.0017 -1.9343 -3.4026 0.522
H 4.7428 -4.1140 -2.4732 0.448
H 4.1481 -4.7314 -0.1500 0.460
H 2.8088 -3.2093 1.2268 0.463
H 3.8719 -1.0987 2.4997 0.400
H 5.8462 0.1197 3.2985 0.468
H 6.2574 2.4429 2.5499 0.438
H 4.6892 3.5296 0.9786 0.488
H 2.7186 2.3244 0.1687 0.175
H 1.7433 0.1232 3.5495 0.506
H 0.8072 -1.0658 5.4914 0.536
H -0.3185 -3.2491 5.1799 0.438
H -0.5014 -4.2310 2.9212 0.461
H 0.4091 -3.0254 0.9758 0.993
C -2.3455 2.1204 5.3435 -0.393
S -1.4468 3.5583 5.9904 0.041
C 0.2268 3.1999 5.7719 0.131
C 0.8972 2.7068 4.6125 -0.154
S 0.2431 2.3706 3.1517 0.399
S 2.6436 2.5824 4.7944 0.296
C 2.7709 3.1609 6.4214 -0.059
S 4.1317 3.2711 7.2748 -0.078
S 1.2055 3.5947 7.1000 -0.014
H -3.3814 2.4502 5.2797 0.374
H -2.2627 1.2998 6.0524 0.320
H -1.9874 1.8384 4.3609 -0.087
S 0.1855 1.3656 -4.3007 -0.596
Sb -1.3521 0.0311 -3.3251 2.293
C -3.2821 0.6051 -3.8828 0.554
C -4.3748 0.4653 -3.0330 -0.282
C -5.6265 0.8919 -3.4533 -0.797
C -5.7788 1.4463 -4.7168 -0.466
C -4.6848 1.5850 -5.5607 -0.701
C -3.4265 1.1701 -5.1457 -0.657
C -1.5785 -0.5448 -1.1974 -0.931
C -2.2413 0.2578 -0.2218 0.500
C -2.6803 -0.3025 0.9827 -1.197
C -2.5430 -1.6528 1.2053 -0.384
C -1.9666 -2.4735 0.2301 -0.884
C -1.4684 -1.9368 -0.9309 -0.433
C -0.9439 -1.8592 -4.1798 0.125
C -1.6977 -2.2950 -5.2646 -0.630
C -1.3505 -3.4682 -5.9248 -0.632
C -0.2578 -4.2095 -5.5016 -0.604
C 0.5017 -3.7747 -4.4226 -0.652
C 0.1641 -2.5990 -3.7679 -0.023
H -4.2628 0.0280 -2.0474 0.377
H -6.4805 0.7966 -2.7947 0.408
H -6.7563 1.7753 -5.0450 0.404
H -4.8072 2.0295 -6.5399 0.408
H -2.5626 1.3081 -5.7857 0.399
H -2.5252 1.2682 -0.4521 0.948
H -3.1797 0.3277 1.7078 0.577
H -2.9118 -2.0895 2.1253 0.422
H -1.9179 -3.5440 0.3871 0.449
H -1.0463 -2.5952 -1.6765 0.218
H -2.5568 -1.7254 -5.6014 0.385
H -1.9330 -3.7985 -6.7755 0.413
H 0.0064 -5.1238 -6.0172 0.391
H 1.3625 -4.3455 -4.0952 0.460
H 0.7866 -2.2543 -2.9488 0.366

---

3.
92
Properties=species:S:1:pos:R:3:mulliken_charge:R:1 method="wB97M-V/def2-TZVPD" s2=6.054 homo_lumo_gap_ha="0.26515 / 0.20705" spin_multiplicity=5 total_charge=+1 energy_ev=-154019.86522
Pt -0.5412 1.1673 0.4822 1.805
O 4.9669 2.3202 2.7620 -0.541
C 3.9335 2.5523 2.2105 0.269
C 3.6321 2.3178 0.7145 0.293
O 4.4022 2.3689 -0.2025 -0.597
C 2.1679 2.0484 0.6925 1.284
C 1.5582 2.4950 1.9184 1.103
O 0.3226 2.4355 2.0730 -1.081
C 2.6047 2.9765 2.8705 0.108
O 2.4559 3.5736 3.8983 -0.541
O 1.4837 1.5171 -0.2224 -1.227
Cl -2.1225 3.4201 -0.4655 -0.062
C -3.6589 2.7119 -0.0398 0.463
C -4.6938 3.5537 0.3186 -0.706
C -5.9277 3.0014 0.6334 -0.491
C -6.1143 1.6283 0.5868 -0.859
C -5.0642 0.7973 0.2265 -0.271
C -3.8178 1.3305 -0.0944 0.089
P -2.4227 0.2904 -0.6205 -0.203
C -2.3535 0.5509 -2.4090 0.994
C -1.1748 0.9804 -3.0058 -0.293
C -1.1366 1.2335 -4.3684 -0.841
C -2.2753 1.0535 -5.1390 -0.572
C -3.4623 0.6416 -4.5460 -0.790
C -3.5064 0.4040 -3.1826 -0.319
C -2.9249 -1.4028 -0.2626 0.701
C -3.0169 -1.7799 1.0776 -0.237
C -3.4499 -3.0518 1.4103 -0.899
C -3.7748 -3.9591 0.4089 -0.504
C -3.6684 -3.5908 -0.9225 -0.755
C -3.2468 -2.3133 -1.2624 -0.629
H -4.5340 4.6212 0.3489 0.489
H -6.7431 3.6518 0.9169 0.399
H -7.0762 1.2017 0.8327 0.430
H -5.2116 -0.2746 0.2004 0.419
H -0.2894 1.1507 -2.4001 0.168
H -0.2206 1.5845 -4.8228 0.505
H -2.2456 1.2535 -6.2011 0.425
H -4.3563 0.5226 -5.1425 0.446
H -4.4422 0.1142 -2.7195 0.539
H -2.7569 -1.0800 1.8631 0.406
H -3.5364 -3.3329 2.4511 0.517
H -4.1153 -4.9520 0.6687 0.406
H -3.9176 -4.2962 -1.7028 0.430
H -3.1586 -2.0384 -2.3040 0.513
C 1.2777 6.8837 2.7199 -0.705
S 2.9197 6.9267 1.9626 -0.021
C 2.6140 7.1842 0.2795 0.011
C 1.7759 6.4569 -0.5860 -0.019
S 0.8972 5.1011 -0.2083 -0.019
S 1.7879 7.0429 -2.2390 -0.017
C 3.0066 8.2663 -2.0759 0.103
S 3.5760 9.1848 -3.2835 -0.154
S 3.5491 8.4407 -0.4249 -0.015
H 1.4793 6.7363 3.7787 0.336
H 0.6818 6.0590 2.3448 0.135
H 0.7764 7.8365 2.5690 0.363
S 0.2483 -0.6048 2.0545 -0.721
Sb 1.3209 -2.3246 0.9607 1.720
C 1.2746 -3.9606 2.2560 0.365
C 2.4654 -4.4857 2.7439 -0.533
C 2.4279 -5.5548 3.6292 -0.663
C 1.2111 -6.0914 4.0174 -0.538
C 0.0229 -5.5635 3.5296 -0.634
C 0.0508 -4.4921 2.6512 -0.493
C 3.3241 -1.8817 0.5929 0.764
C 3.9404 -2.3374 -0.5668 -0.590
C 5.2847 -2.0622 -0.7716 -0.659
C 6.0006 -1.3417 0.1730 -0.562
C 5.3837 -0.8936 1.3325 -0.643
C 4.0403 -1.1627 1.5448 -0.682
C 0.5131 -2.9519 -0.8620 0.474
C 0.0599 -4.2579 -1.0061 -0.499
C -0.3666 -4.7003 -2.2500 -0.657
C -0.3419 -3.8426 -3.3386 -0.700
C 0.1087 -2.5379 -3.1922 -0.646
C 0.5440 -2.0907 -1.9540 -0.597
H 3.4191 -4.0734 2.4372 0.438
H 3.3508 -5.9663 4.0143 0.419
H 1.1859 -6.9241 4.7068 0.388
H -0.9241 -5.9840 3.8391 0.433
H -0.8774 -4.0694 2.2858 0.559
H 3.3852 -2.8965 -1.3110 0.468
H 5.7720 -2.4075 -1.6731 0.413
H 7.0454 -1.1233 0.0027 0.413
H 5.9386 -0.3224 2.0638 0.409
H 3.5609 -0.8130 2.4526 0.509
H 0.0501 -4.9374 -0.1632 0.458
H -0.7118 -5.7186 -2.3677 0.428
H -0.6685 -4.1929 -4.3083 0.392
H 0.1267 -1.8704 -4.0425 0.473
H 0.9223 -1.0802 -1.8478 0.511

---

Energy relative to the best compared isomer or geometry (same formula, charge and spin) values (in kcal/mol) by entry order: 30.1; 74.8; 6.3.